(1)
A molecular structure, C27H31FN13O3SSiTi, computed with ωB97M-V with the def2-TZVPD basis set.

Cartesian coordinates (Å):
Ti  -0.715  0.168  -0.564
N  1.338  -3.360  -0.612
C  0.873  -2.129  -1.013
S  1.639  -0.700  -0.360
N  -0.105  -2.107  -1.875
N  -0.438  -0.791  -2.185
C  -0.255  -0.284  -3.434
C  -0.143  -1.130  -4.625
C  -0.964  -2.253  -4.772
C  -0.876  -3.056  -5.897
C  0.032  -2.759  -6.906
C  0.862  -1.657  -6.767
C  0.783  -0.858  -5.636
C  -0.241  1.104  -3.384
C  -0.173  1.999  -4.496
C  -0.101  3.338  -4.291
C  -0.105  3.845  -2.964
C  -0.251  2.963  -1.937
N  -0.356  1.619  -2.100
H  1.760  -3.383  0.299
H  0.718  -4.126  -0.827
H  -1.674  -2.486  -3.990
H  -1.526  -3.917  -5.990
H  0.097  -3.387  -7.786
H  1.590  -1.425  -7.536
H  1.467  -0.028  -5.514
H  -0.192  1.588  -5.495
H  -0.052  4.016  -5.135
H  -0.029  4.904  -2.762
H  -0.312  3.307  -0.913
N  -0.886  -0.822  1.301
N  -2.210  -1.167  1.629
C  -3.141  -1.188  0.714
N  -4.407  -1.558  1.017
N  -2.710  -0.729  -0.493
N  -3.540  -0.801  -1.572
O  -3.279  -0.055  -2.492
O  -4.471  -1.610  -1.602
H  1.519  -0.152  2.182
H  -0.607  -0.176  2.039
H  -2.442  -1.337  2.597
H  -4.578  -1.944  1.928
H  -4.982  -1.848  0.243
C  4.242  -1.975  2.819
Si  2.603  -1.594  3.636
C  1.301  -2.835  3.142
C  2.813  -1.639  5.500
N  1.982  -0.061  3.083
C  2.356  1.241  3.358
C  3.134  1.623  4.453
C  3.448  2.955  4.687
C  2.997  3.953  3.839
C  2.225  3.601  2.737
C  1.930  2.278  2.523
F  1.190  1.936  1.441
H  4.608  -2.969  3.089
H  5.004  -1.245  3.104
H  4.128  -1.930  1.733
H  1.716  -3.843  3.056
H  0.836  -2.545  2.196
H  0.505  -2.860  3.890
H  2.840  -2.684  5.821
H  1.971  -1.157  6.001
H  3.736  -1.169  5.844
H  3.490  0.863  5.135
H  4.052  3.209  5.549
H  3.238  4.991  4.025
H  1.847  4.337  2.040
N  -3.482  2.568  -0.713
C  -2.839  2.155  0.405
O  -1.629  1.789  0.300
C  -3.520  2.144  1.643
C  -4.869  2.560  1.711
N  -5.979  2.881  1.707
C  -2.886  1.619  2.791
N  -2.380  1.147  3.717
H  -4.479  2.698  -0.694
H  -3.047  2.331  -1.592

Properties
**HOMO energy (alpha / beta)**: -3.3 / -3.3 eV
**Total charge**: -1
**Kohn-Sham gap (alpha / beta)**: 0.2112 / 0.2114 Ha
**Multiplicity**: 1

---

(2)
5 unconnected molecules or ions with the total composition C27H31FN6 at a distorted geometry, computed with ωB97M-V with the def2-TZVPD basis set.

Cartesian coordinates (Å):
C  -2.447  -0.478  0.888
C  -2.544  0.838  -0.030
C  -3.371  2.052  0.615
F  -3.454  3.197  -0.280
C  -4.847  1.524  0.922
C  -5.298  1.335  2.427
C  -6.744  0.810  2.647
C  -7.734  0.454  1.470
N  -9.049  -0.002  1.833
C  -9.836  -0.333  0.693
C  -9.314  -0.201  -0.766
N  -8.038  0.289  -1.174
C  -7.272  0.606  0.002
C  -5.807  1.166  -0.233
H  -1.452  -0.544  1.463
H  -3.281  -0.585  1.665
H  -2.563  -1.386  0.178
H  -1.458  1.205  -0.201
H  -3.031  0.619  -1.058
H  -2.819  2.429  1.553
H  -4.611  1.557  3.321
H  -7.071  0.695  3.747
H  -10.895  -0.716  0.859
H  -10.044  -0.500  -1.610
H  -5.395  1.318  -1.301
C  3.301  1.340  0.567
C  2.424  1.942  1.503
C  1.469  2.623  0.788
N  1.740  2.459  -0.544
C  2.853  1.674  -0.688
H  4.165  0.730  0.788
H  2.483  1.882  2.580
H  0.622  3.210  1.112
H  1.205  2.854  -1.300
H  3.229  1.423  -1.668
C  -7.825  1.247  -6.708
C  -7.605  0.492  -5.529
C  -7.849  1.320  -4.460
N  -8.204  2.548  -4.951
C  -8.197  2.511  -6.321
H  -7.724  0.903  -7.727
H  -7.302  -0.543  -5.469
H  -7.800  1.142  -3.396
H  -8.435  3.354  -4.392
H  -8.455  3.385  -6.899
C  9.008  -0.819  1.734
C  8.130  -0.218  2.670
C  7.175  0.463  1.956
N  7.446  0.300  0.624
C  8.559  -0.485  0.479
H  9.872  -1.429  1.954
H  8.190  -0.278  3.747
H  6.328  1.050  2.280
H  6.910  0.695  -0.132
H  8.935  -0.736  -0.501
C  12.026  -6.021  1.845
C  11.880  -5.323  3.070
C  11.046  -4.257  2.836
N  10.686  -4.284  1.515
C  11.274  -5.359  0.905
H  12.614  -6.910  1.672
H  12.335  -5.573  4.017
H  10.679  -3.484  3.494
H  10.081  -3.616  1.063
H  11.110  -5.559  -0.143

Properties
**HOMO energy**: -8.1 eV
**Total charge**: 0
**Kohn-Sham gap**: 0.2561 Ha
**Multiplicity**: 1

---

(3)
A molecular structure, C27H31IN3O4PtS at a distorted geometry, computed with ωB97M-V with the def2-TZVPD basis set.

Cartesian coordinates (Å):
Pt  0.048  0.592  1.237
C  -1.004  -0.182  4.153
C  -1.556  -1.236  3.190
N  -1.975  -0.619  1.931
C  -3.187  0.197  2.005
C  -3.104  1.446  1.133
S  -1.594  2.461  1.337
C  -1.543  2.740  3.144
C  -0.284  2.169  3.786
N  -0.076  0.748  3.478
H  -1.822  0.396  4.586
H  -0.506  -0.705  4.970
H  -0.758  -1.942  2.962
H  -2.375  -1.779  3.676
H  -2.080  -1.333  1.220
H  -4.069  -0.366  1.689
H  -3.348  0.488  3.043
H  -3.094  1.185  0.075
H  -3.961  2.091  1.331
H  -1.564  3.817  3.300
H  -2.452  2.321  3.570
H  0.586  2.713  3.421
H  -0.355  2.333  4.867
H  0.894  0.498  3.659
C  0.601  -0.450  -5.075
O  0.313  0.626  -4.193
C  1.337  1.270  -3.600
C  2.672  0.939  -3.801
C  3.683  1.674  -3.210
C  3.379  2.755  -2.396
C  2.058  3.095  -2.192
C  1.026  2.368  -2.778
N  -0.286  2.892  -2.632
C  -1.481  2.324  -2.583
C  -1.812  0.991  -2.273
C  -3.048  0.474  -2.737
C  -3.340  -0.856  -2.642
C  -2.408  -1.723  -2.035
C  -1.260  -1.241  -1.468
C  -0.930  0.142  -1.512
O  0.091  0.633  -0.904
H  -0.367  -0.822  -5.401
H  1.146  -1.248  -4.567
H  1.170  -0.111  -5.944
H  2.926  0.111  -4.447
H  4.713  1.406  -3.397
H  4.167  3.332  -1.936
H  1.805  3.930  -1.548
H  -0.291  3.902  -2.658
H  -2.297  3.003  -2.812
H  -3.741  1.150  -3.225
H  -4.257  -1.256  -3.052
H  -2.609  -2.787  -2.014
H  -0.552  -1.909  -0.991
I  1.937  -6.924  1.760
C  2.305  -4.859  1.583
C  3.555  -4.346  1.879
C  3.785  -2.982  1.763
C  2.766  -2.128  1.360
C  1.523  -2.668  1.057
C  1.277  -4.029  1.168
C  3.077  -0.610  1.270
O  4.224  -0.323  0.993
O  2.163  0.253  1.606
H  4.351  -5.005  2.199
H  4.760  -2.571  1.987
H  0.745  -2.011  0.704
H  0.303  -4.444  0.936

Properties
**HOMO energy (alpha / beta)**: -10.4 / -10.4 eV
**Total charge**: +1
**Kohn-Sham gap (alpha / beta)**: 0.2395 / 0.2396 Ha
**Multiplicity**: 1

---

(4)
2 unconnected molecules or ions with the total composition C27H31N2O at a distorted geometry, computed with ωB97M-V with the def2-TZVPD basis set.

Cartesian coordinates (Å):
C  5.036  3.256  -1.315
N  4.667  2.667  -0.050
C  5.562  2.971  1.040
C  3.489  1.998  0.132
C  2.905  1.220  -0.915
C  1.788  0.432  -0.671
C  1.110  0.510  0.560
C  -0.127  -0.263  0.741
C  -1.125  0.114  1.749
C  -1.844  -1.052  2.139
C  -2.918  -0.961  3.018
C  -3.291  0.311  3.474
C  -2.577  1.463  3.098
C  -1.477  1.361  2.235
C  -1.207  -2.202  1.503
C  -0.119  -1.732  0.710
C  0.737  -2.633  0.098
C  0.467  -4.004  0.223
C  -0.616  -4.475  0.984
C  -1.456  -3.567  1.648
C  1.642  1.343  1.572
C  2.845  2.006  1.396
H  4.451  2.838  -2.133
H  4.866  4.353  -1.304
H  6.100  3.090  -1.504
H  5.640  2.132  1.740
H  6.559  3.159  0.622
H  5.249  3.861  1.608
H  3.378  1.205  -1.893
H  1.451  -0.280  -1.440
H  -3.439  -1.883  3.295
H  -4.141  0.406  4.149
H  -2.886  2.445  3.470
H  -0.887  2.241  1.980
H  1.615  -2.279  -0.429
H  1.099  -4.726  -0.305
H  -0.804  -5.550  1.069
H  -2.317  -3.878  2.244
H  1.127  1.389  2.539
H  3.258  2.584  2.214
C  -0.678  -3.171  -3.089
O  -1.013  -2.195  -2.105
C  -2.312  -1.672  -2.234
C  -2.559  -0.620  -1.148
C  -3.606  0.397  -1.572
C  -3.029  1.774  -1.223
C  -1.497  1.590  -1.188
N  -1.265  0.130  -0.922
H  0.297  -3.563  -2.790
H  -1.435  -3.993  -3.140
H  -0.569  -2.698  -4.089
H  -2.453  -1.207  -3.235
H  -3.075  -2.470  -2.117
H  -2.894  -1.139  -0.240
H  -3.773  0.298  -2.645
H  -4.569  0.218  -1.086
H  -3.307  2.557  -1.940
H  -3.385  2.082  -0.229
H  -1.095  1.797  -2.207
H  -0.991  2.248  -0.456
H  -0.603  -0.234  -1.634

Properties
**HOMO energy**: -10.3 eV
**Total charge**: +1
**Kohn-Sham gap**: 0.2413 Ha
**Multiplicity**: 1

---

Q: Among the records above, which one has the lowest total charge?
A: C27H31FN13O3SSiTi

---

Q: Number 2 is which compound?
A: C27H31FN6

---

Q: Look up the total charge of the second one.
A: 0